# 1
Computed, not measured: a cluster of 2 separate species, C3H7S in total in a non-equilibrium geometry, with the ωB97M-V functional and the def2-TZVPD basis.

Its highest occupied orbital energy is -2.4 eV. The value obtained for the frontier orbital gap is 5.95 eV. Its total charge is -1. As for the largest force on an atom: 0.069 Eh/bohr. As for the LUMO energy: 3.5957 eV. The energy relative to the best compared isomer or geometry (same formula, charge and spin) comes out at 112.6 kJ/mol.

Each line ends with the Löwdin charge.
Geometry (Å):
S -3.95532 -1.30100 -0.43107  -0.44
C 0.76893 0.10048 1.23021  -0.10
C 0.44470 0.67380 -1.30877  -0.04
C 1.18281 0.19262 -0.33120  -0.23
H 0.61018 0.61742 -2.36476  0.04
H -0.65413 0.80933 -1.01472  0.09
H 1.68365 0.38628 1.90542  0.08
H -0.03185 0.82895 1.50247  0.07
H -2.65127 -1.24991 -0.12279  -0.55
H 2.16393 -0.18620 -0.53567  0.06
H 0.43837 -0.87177 1.47090  0.03

# 2
Computed, not measured: a cluster of 2 separate species, C9H9NP in total in a non-equilibrium geometry, with the ωB97M-V functional and the def2-TZVPD basis.

Its highest occupied orbital energy (alpha / beta) is -13.0 / -12.0 eV. The value obtained for the frontier orbital gap (alpha / beta) is 8.14 / 5.62 eV. Its total charge is +1. As for the largest force on an atom: 0.078 Eh/bohr. As for the LUMO energy (alpha / beta): -4.8745 / -6.3879 eV. The energy relative to the best compared isomer or geometry (same formula, charge and spin) comes out at 350.6 kJ/mol.

Each line ends with the Löwdin charge.
Geometry (Å):
P -2.96120 -1.06508 0.49895  0.93
N -2.23560 1.72372 0.27617  -0.02
C 0.82341 0.92510 0.25073  -0.07
C 0.36713 -1.56288 0.59163  -0.09
C 1.74779 -1.66372 0.62623  -0.08
C 0.08672 -0.24206 0.42089  0.02
C 2.65261 -0.64044 0.49300  -0.09
C -3.63811 -1.62121 -0.90965  -0.28
C -1.69201 2.86646 0.03759  0.04
C -2.72113 0.63248 0.21805  -0.21
C 2.23624 0.66956 0.31960  -0.05
H -0.23917 -2.36359 0.73975  0.06
H 3.66110 -0.85037 0.72819  0.11
H -3.59461 -0.93278 -1.66578  -0.04
H 2.99410 1.51701 -0.04054  0.16
H 0.30098 1.88513 0.04533  0.07
H -1.59976 3.14430 -1.10172  0.16
H -3.85700 -2.74023 -1.18099  0.08
H -1.31126 3.56704 0.83427  0.13
H 2.11137 -2.74739 0.59162  0.15

# 3
Computed, not measured: a cluster of 8 separate species, C44H100BF3N3O11P in total in a non-equilibrium geometry, with the ωB97M-V functional and the def2-TZVPD basis.

Its highest occupied orbital energy is -8.2 eV. The value obtained for the frontier orbital gap is 8.58 eV. As for the largest force on an atom: 0.033 Eh/bohr. As for the LUMO energy: 0.3423 eV. The energy relative to the best compared isomer or geometry (same formula, charge and spin) comes out at 0.0 kJ/mol.

Each line ends with the Löwdin charge.
Geometry (Å):
P -2.34812 1.46639 -2.47036  1.07
F -2.52387 -0.21531 4.44686  0.21
F -2.75136 1.90823 4.41361  0.17
F -4.30288 0.66038 3.66252  0.16
O 3.75651 -3.38243 -0.24459  -0.07
O 3.57892 1.22855 5.40935  -0.05
O -3.21672 -2.10372 0.03491  0.08
O -3.57468 3.85154 -0.55033  0.10
O 3.85538 -5.69682 5.01761  -0.05
O -1.64827 -3.46096 3.11283  -0.07
O 8.12786 -3.86022 -2.92275  -0.06
O -2.28367 10.27848 -0.96211  -0.05
O -2.37857 0.74630 2.55661  0.06
O -2.91295 6.90075 -2.60755  -0.16
O 1.69062 -1.56432 -5.15097  -0.06
N 0.37505 -3.46223 -1.64330  0.12
N -0.61882 -0.64927 0.80684  0.04
N -3.63243 0.12641 0.24652  0.15
C -4.86631 5.97615 -3.81916  -0.07
C -2.01126 -4.76446 2.65337  -0.49
C 2.57934 -5.80474 5.64683  -0.51
C 10.43926 -3.22478 -3.31743  -0.06
C 0.52202 -2.49233 -7.06730  -0.06
C 1.32601 -3.96900 -5.18950  -0.05
C -1.70628 1.07130 -0.72092  -0.33
C -6.32381 3.51595 0.37961  -0.10
C -4.31184 6.67136 -2.57208  -0.27
C -1.43558 -0.47005 -0.39736  -0.31
C 8.99273 -2.76676 -3.22518  -0.50
C -1.19088 0.80644 -3.77900  -0.40
C 0.32681 1.02647 -3.72748  -0.14
C -2.84611 -0.94666 -0.01413  -0.42
C -3.72289 0.27764 -2.76934  -0.25
C -0.55557 -2.75852 -1.14252  -0.22
C 1.95299 -7.16395 5.37927  -0.07
C -4.55829 10.96130 -1.46673  -0.06
C 3.88492 -4.57646 -1.02169  -0.50
C 3.16954 -5.73441 -0.34796  -0.06
C 2.67971 -5.50447 7.13395  -0.06
C 1.38701 -2.53695 2.38117  -0.08
C -2.96509 0.77637 3.74033  -0.78
C -1.04252 5.65346 -1.69024  -0.16
C -2.64671 1.86054 1.69024  -0.05
C -0.87658 -1.33692 -1.54093  -0.10
C -0.35138 4.27271 -1.67850  -0.19
C 5.35179 -4.86142 -1.29906  -0.06
C -5.53793 2.31025 -0.15792  -0.14
C 0.84353 -0.70052 0.73010  -0.21
C 1.40950 -1.03250 2.10705  -0.21
C 1.18044 0.92349 5.63589  -0.06
C -2.11634 5.73159 -2.77018  -0.23
C 8.54023 -2.05012 -4.48746  -0.06
C 0.79906 -2.59642 -5.57669  -0.50
C -0.46709 1.93839 -0.38302  -0.16
C 2.74134 0.51134 7.57274  -0.06
C -1.74227 -5.79405 3.73593  -0.05
C -4.02835 9.55981 0.55697  -0.06
C -3.44265 -4.78883 2.14526  -0.05
C -3.53426 10.64411 -0.38768  -0.50
C -2.93690 1.41440 0.23089  -0.27
C 2.56502 0.46642 6.06313  -0.50
C -0.47477 3.48382 -0.36193  -0.17
B -3.98689 2.57040 -0.22327  -0.49
H -0.20101 -3.24324 -7.38783  0.08
H 2.56734 -7.95996 5.81013  0.08
H -1.81215 2.55982 1.75681  0.13
H -3.28384 9.35498 1.32654  0.08
H 1.88019 -7.34073 4.30598  0.08
H -1.62534 5.77430 -3.75364  0.13
H 3.73694 0.16711 7.85161  0.08
H -1.49834 5.88593 -0.72166  0.11
H -3.70136 -5.76411 1.73077  0.08
H -4.74995 10.06989 -2.07094  0.07
H -4.36685 -0.04860 0.92082  0.15
H -5.50476 11.28832 -1.03347  0.08
H -5.99913 3.79754 1.38872  0.08
H 0.13365 -1.50499 -7.31736  0.08
H 0.62102 -4.75440 -5.46359  0.09
H 10.74120 -3.72395 -2.39717  0.08
H -5.87166 2.09161 -1.18478  0.11
H 0.40722 3.74310 0.23952  0.12
H 1.69847 -5.53146 7.60981  0.08
H -4.96456 9.83754 1.04342  0.08
H 1.01194 1.96175 5.93818  0.08
H 3.37531 -4.34465 -1.95970  0.12
H -4.63752 0.63447 -2.29183  0.02
H -0.96138 -1.42958 1.35975  0.11
H -0.12358 -2.39464 -5.02508  0.13
H 5.83139 -4.01740 -1.79050  0.06
H 1.44593 -2.64896 -7.63141  0.08
H 8.88033 -2.09622 -2.37102  0.14
H 10.55701 -3.93130 -4.14429  0.08
H -1.94951 -6.80604 3.38507  0.08
H 2.62008 1.53683 7.93407  0.08
H 1.97792 -5.03136 5.16390  0.13
H -2.41123 9.47003 -1.47698  0.08
H -0.73024 3.68873 -2.51372  0.06
H -6.20320 4.38890 -0.26615  0.06
H -1.56155 -1.35906 -2.38559  0.09
H -4.58041 6.09736 -1.67391  0.10
H -3.25209 4.40073 0.17194  0.11
H -3.31810 11.55082 0.18109  0.14
H -4.19214 8.63481 -0.00495  0.07
H 9.16411 -1.17961 -4.69384  0.08
H -4.76419 7.66252 -2.46453  0.10
H 1.50776 -4.03005 -4.11727  0.05
H -1.31970 3.86604 0.21387  0.07
H 2.12225 -5.47984 -0.18542  0.06
H -1.37572 -0.26149 -3.92786  0.05
H -4.18649 11.74485 -2.12644  0.08
H -4.98282 4.89684 -3.67914  0.07
H 2.27097 -4.16437 -5.70528  0.08
H 2.08266 -3.04956 1.71101  0.06
H 0.06648 -0.91396 -1.90376  0.10
H 4.43376 -6.36248 5.40714  0.08
H -3.54000 2.37481 2.07803  0.14
H 0.38824 -2.94452 2.20337  0.04
H -2.22725 -3.20282 3.83902  0.09
H 2.44439 -0.68022 2.16008  0.11
H 3.47936 2.14708 5.68454  0.08
H -7.39273 3.28988 0.44516  0.07
H -5.84773 6.38220 -4.07739  0.07
H -3.88379 0.30301 -3.85396  0.05
H -1.32957 -4.94527 1.81845  0.14
H 0.61428 1.99704 -3.34024  0.05
H -0.29741 6.43282 -1.88505  0.11
H 0.37069 1.61588 -1.01012  0.11
H 3.11949 -4.52058 7.29580  0.08
H -5.78192 1.42891 0.44258  0.10
H -1.18524 -3.21933 -0.38074  0.10
H -4.13614 -4.57415 2.96502  0.08
H 2.53554 -1.70321 -5.59426  0.09
H 2.00182 -0.11314 8.07587  0.08
H 0.73704 0.94822 -4.73952  0.07
H 4.20176 -3.53981 0.59663  0.08
H 3.63352 -5.94915 0.61993  0.08
H 11.11010 -2.38323 -3.49453  0.08
H 3.31453 -6.24779 7.62516  0.08
H 5.88206 -5.04825 -0.36028  0.08
H -2.36669 -5.60258 4.61354  0.08
H 3.22051 -6.63796 -0.95799  0.08
H 2.72985 -0.55441 5.71188  0.13
H 1.08282 0.86653 4.55249  0.06
H 1.21738 -1.45390 0.01914  0.10
H 1.21798 0.26204 0.38898  0.10
H -3.57760 -4.02641 1.38046  0.05
H -3.55935 -0.75782 -2.47116  0.04
H 7.50550 -1.72233 -4.38900  0.08
H -2.73492 4.82910 -2.74844  0.09
H -0.20189 1.62429 0.63092  0.10
H 0.80276 -0.50579 2.85312  0.09
H -1.57416 1.28910 -4.68893  0.07
H 5.46937 -5.74288 -1.93281  0.08
H 8.60630 -2.72517 -5.34585  0.08
H 0.71732 4.42129 -1.87472  0.11
H 0.83998 0.25889 -3.14378  0.05
H 1.63676 -2.77696 3.41900  0.07
H 0.89601 -2.92217 -2.34280  0.04
H -4.19280 6.13195 -4.66605  0.08
H 0.95367 -7.23106 5.81166  0.08
H 8.18599 -4.49352 -3.64742  0.09
H -0.69628 -5.74166 4.04102  0.06
H 0.40051 0.30913 6.08831  0.08

# 4
Computed, not measured: a structure of composition C25H39B2Cl2F4N9O5S2SbTl, with the ωB97M-V functional and the def2-TZVPD basis.

Its highest occupied orbital energy (alpha / beta) is -1.9 / -1.9 eV. The value obtained for the frontier orbital gap (alpha / beta) is 5.43 / 4.01 eV. Its total charge is -2. As for the largest force on an atom: 0.012 Eh/bohr. As for the LUMO energy (alpha / beta): 3.5152 / 2.0904 eV. The energy relative to the best compared isomer or geometry (same formula, charge and spin) comes out at 294.2 kJ/mol.

Each line ends with the Löwdin charge.
Geometry (Å):
Tl 0.07009 0.02261 0.45927  0.74
Sb -2.16590 2.18316 1.87051  1.26
Cl 3.38583 0.40780 3.89040  0.76
Cl 0.16204 -3.82213 2.83754  0.73
S -2.66509 -1.55519 1.67065  0.42
S -5.41377 -1.82334 0.49133  0.43
F -2.90973 3.51207 -3.25767  0.09
F -3.46401 3.23076 -1.05555  0.09
F 4.63100 1.86977 -0.20246  0.09
F 4.09795 -0.12747 0.82359  0.10
O -4.88761 -2.15313 2.97976  -0.29
O -1.31374 4.02576 -1.68520  0.03
O 3.09711 0.48182 -1.24399  0.01
O -2.07027 1.63541 -2.11411  0.01
O 2.56942 1.59790 0.95872  -0.08
N 1.74763 0.45420 -1.42211  -0.02
N 1.52817 2.28481 0.34829  0.02
N -0.45523 3.54957 -0.77302  0.06
N -0.09653 -2.15113 -1.72472  -0.12
N -0.80297 1.22137 -1.79226  0.02
N 0.90501 -0.87350 3.07853  0.19
N -1.65800 -3.87793 -2.42325  -0.08
N 0.38776 -3.49858 -3.69610  -0.09
N 0.50136 -4.49616 -1.47112  -0.08
C 4.20885 -2.14495 3.89633  -0.12
C -4.04649 -2.29256 4.11562  -0.17
C 1.37872 0.79757 -2.59377  -0.28
C 0.49213 -2.17091 -3.06159  -0.18
C 0.60439 -3.14084 -0.90621  -0.20
C 0.84347 5.61259 -1.10922  -0.02
C 0.58766 4.24111 -0.54377  -0.27
C -0.83590 2.31318 3.59192  -0.33
C -0.07152 1.04776 -2.82359  -0.28
C 3.16599 -1.28440 3.68551  -0.60
C 1.65327 3.54628 0.23845  -0.24
C 4.03096 -3.51984 3.72786  -0.08
C -2.59107 4.30670 1.95037  -0.34
C -1.03590 -3.86136 -3.74327  -0.19
C -0.92859 -4.82566 -1.58090  -0.18
C 2.84110 4.31439 0.74099  -0.01
C 2.39039 1.13389 -3.65558  -0.01
C -1.51518 -2.53764 -1.82414  -0.15
C 1.71509 -3.17556 3.18890  -0.60
C -3.88066 1.67997 3.10283  -0.33
C 2.77729 -4.02299 3.37464  -0.13
C -0.62710 1.25383 -4.21050  -0.01
C 1.06349 -4.46481 -2.82253  -0.19
C 1.84629 -1.74094 3.29478  -0.45
C -4.32974 -1.86409 1.76450  -1.39
B 3.58366 0.95324 0.09322  -1.12
B -2.43775 3.07760 -2.00228  -1.09
H -3.65404 0.76289 3.64703  -0.03
H 5.17019 -1.73738 4.17913  0.10
H 3.52005 4.56062 -0.07780  0.09
H 2.12254 -4.20343 -2.76067  0.12
H 0.16416 -3.14472 0.09194  0.07
H 4.86118 -4.19555 3.88257  0.10
H -3.36359 4.53879 1.21471  -0.01
H 3.38766 3.69378 1.44705  0.08
H -0.01590 2.99923 3.35806  -0.01
H -0.01913 -1.44045 -3.69071  0.12
H 1.81184 5.66351 -1.61221  0.07
H 2.62170 -5.08505 3.24456  0.10
H 1.65958 -2.86046 -0.83568  0.13
H -1.37449 2.67281 4.47140  -0.01
H -1.96482 -2.53225 -0.82998  0.07
H -1.02330 -5.82845 -2.00858  0.12
H 0.83310 6.36585 -0.31652  0.08
H 3.21657 1.65967 -3.17666  0.09
H -1.12746 -4.85358 -4.19598  0.11
H -1.37035 -4.81967 -0.58283  0.13
H -3.56383 -1.35071 4.37742  0.05
H 1.96967 1.74829 -4.44752  0.07
H -4.08791 2.49025 3.80581  -0.01
H 0.97013 -5.46059 -3.26589  0.11
H -2.92529 4.58617 2.95183  -0.01
H -0.41201 1.32678 3.78963  -0.04
H 0.07487 0.96590 -4.99066  0.07
H -1.54238 0.66784 -4.30453  0.09
H -2.04276 -1.80614 -2.43875  0.14
H -1.68526 4.86392 1.69583  -0.01
H -1.56051 -3.13832 -4.37085  0.12
H 1.54752 -1.90074 -2.98775  0.12
H 0.05328 5.84713 -1.81788  0.07
H -0.92404 2.29697 -4.33980  0.09
H -4.74725 1.50404 2.46319  0.00
H -4.70455 -2.61570 4.92366  0.08
H 2.51773 5.24029 1.21921  0.08
H -3.26541 -3.03351 3.94274  0.06
H 2.80914 0.22199 -4.09017  0.09

Question: The highest energy relative to the best compared isomer or geometry (same formula, charge and spin) belongs to which entry?
Answer: C9H9NP